No. 1
# C29H48BrCoN3P2S

A structure of composition C29H48BrCoN3P2S at a distorted geometry (ωB97M-V/def2-TZVPD, the Open Molecules 2025 dataset).

Positions of all 85 atoms, in Å:
H (-0.9193, 6.2927, -1.6942)
H (3.7235, -1.9097, -2.9247)
N (-3.6975, -4.2866, -7.4474)
H (3.2574, 2.7593, -2.4762)
C (2.6483, -1.7545, -3.0758)
H (-2.8810, -1.3363, -6.0505)
C (4.6765, 0.6587, -0.7931)
H (0.3180, 3.3069, 1.7409)
H (-0.0187, -2.9075, 4.2350)
C (1.4667, 3.0498, -3.6649)
C (3.1842, 0.3962, -0.6219)
H (0.8039, 4.0040, 3.9643)
C (0.3885, 0.5652, -1.2545)
H (5.2060, -0.1874, -1.2361)
C (-1.9327, -0.6486, -2.4785)
Br (0.2644, 1.0484, 0.8431)
H (0.0309, 6.2898, -0.2014)
C (-0.9392, -1.4507, -1.7910)
H (0.1614, 0.0855, 4.1334)
N (-1.5306, -0.7314, 3.1179)
H (-2.2916, -0.1143, 3.3400)
C (0.1707, -0.8897, -1.2254)
P (-1.8676, 4.2937, 1.3292)
C (-0.4469, -0.8317, 4.0983)
H (-2.6552, 2.0825, 0.6106)
H (-4.1877, -6.0766, -6.5225)
C (-3.4300, -3.1268, -4.8890)
H (-2.1299, 2.1671, 2.3104)
H (-3.6044, -0.5685, -3.8795)
H (-0.8906, -0.9480, 5.0862)
H (1.3727, 4.1396, -3.5872)
H (-0.9396, 3.6876, 4.0214)
H (-2.6836, 1.3573, -2.8094)
C (-4.1679, 2.8639, 1.9628)
H (0.7982, -1.5102, -0.6021)
H (3.1942, 0.1731, -3.9084)
C (-3.1900, -2.3788, -6.0594)
C (-0.1761, 4.2298, 2.0653)
C (-0.7003, 1.3618, -1.8728)
H (-4.2115, 3.4909, 2.8673)
H (4.8868, 1.5517, -1.3926)
H (-1.0750, -2.5359, -1.7044)
H (1.2402, -3.0460, 2.0946)
H (-2.2081, 4.3153, -1.0117)
H (-1.6902, 6.7505, -0.1629)
C (2.1791, 2.5579, -2.4007)
H (5.1058, 0.8316, 0.1993)
C (2.3548, -0.2681, -3.3506)
H (1.4713, -0.1776, -3.9986)
C (-3.0297, -1.2719, -3.2283)
H (-3.9554, -5.1729, -4.2228)
S (-3.0325, -1.2647, 0.9183)
C (-3.2576, -2.6361, -3.5491)
H (2.9896, -0.6642, -0.4010)
N (-0.6383, -2.2687, 1.6780)
P (2.0680, 0.8345, -1.9704)
H (-0.5118, 3.9334, -0.6331)
C (-3.7788, -4.5100, -5.0765)
C (-0.9594, 6.0761, -0.6217)
H (0.4534, 2.6648, -3.7882)
H (0.3757, 5.0604, 1.6028)
H (1.4290, -1.9049, 4.3443)
C (0.6641, -2.1584, 2.3533)
H (1.8060, 3.1400, -1.5451)
C (-3.3431, -3.0059, -7.3370)
H (-4.6354, 1.8937, 2.1619)
H (-4.7467, 3.3448, 1.1595)
C (-0.1695, 4.3385, 3.5801)
H (2.7865, 0.9813, 0.2250)
C (0.4722, -2.0247, 3.8330)
C (-1.3463, 4.6069, -0.4022)
H (-0.6762, 2.4478, -1.7921)
C (-3.8996, -5.0202, -6.3471)
H (2.1157, -2.1653, -2.2108)
H (-0.7164, -2.7521, 0.7847)
C (-1.7825, 0.8059, -2.4849)
H (-3.2978, -3.4079, -2.7502)
H (2.3383, -2.3638, -3.9402)
H (2.0252, 2.8197, -4.5782)
C (-1.6590, -1.4438, 1.9737)
C (-2.7082, 2.6722, 1.5289)
H (-3.1525, -2.4516, -8.2425)
Co (-3.3563, -1.7666, -1.3033)
H (1.2202, -1.2850, 2.0003)
H (-0.3425, 5.3632, 3.9416)

Calculated values
Total charge   +2
LUMO level (alpha / beta)   -6.72 / -7.41 eV
Total energy   -172387.6341 eV
ΔE to the lowest compared entry with this formula, charge and spin   133.5 kJ/mol
Multiplicity   4
Frontier orbital gap (alpha / beta)   0.188 / 0.163 Ha
Highest occupied orbital energy (alpha / beta)   -11.8 / -11.8 eV

=====

No. 2
# C38H42N8O6PtS

A structure of composition C38H42N8O6PtS (ωB97M-V/def2-TZVPD, the Open Molecules 2025 dataset).

Positions of all 96 atoms, in Å:
H (3.7599, -5.5106, -0.0193)
H (0.6275, 0.8529, -3.4290)
N (1.7001, 0.9181, 2.3044)
C (1.1163, 2.6584, 3.8313)
H (1.4758, -3.9718, -2.6492)
H (5.0538, -3.1169, -1.4337)
H (5.6849, -3.8162, -3.7961)
H (-1.4101, -2.0898, -5.7921)
H (2.3172, 0.4928, -1.1358)
C (-1.1831, -1.6235, -4.8422)
H (-5.0884, -3.0330, 2.5527)
O (2.9717, -3.4203, 3.3985)
H (3.1552, 6.2353, 1.0459)
O (4.2979, -4.4886, 2.0697)
C (2.5474, 3.2978, -0.5475)
C (-3.6979, -1.7444, 3.6008)
H (5.9187, -5.6010, -5.5717)
H (4.3959, 2.7779, 3.0357)
C (2.9542, 1.3529, 2.3334)
H (2.8018, -2.8120, -2.8270)
H (-2.2680, -0.3811, 4.3625)
C (-1.7344, 4.4431, -0.2140)
H (-2.4326, -2.9389, -3.6550)
C (3.2149, 4.4242, -0.1035)
H (5.6340, -3.9726, 0.0070)
H (3.9391, 0.7391, -0.4973)
O (-2.6192, -3.0773, -1.2423)
H (3.2464, -5.0016, -1.6181)
H (2.9439, 2.1410, -3.7608)
H (-4.0224, -2.7604, 0.3736)
C (-0.9257, 3.9615, 0.9968)
C (-2.6417, -0.8991, 3.4929)
H (0.3415, 3.1177, 4.4278)
C (5.0914, -4.0857, -0.9317)
H (2.7003, 3.9750, 4.4340)
N (0.5223, 1.9893, -0.4150)
H (0.7921, 5.9602, 1.6916)
C (1.2020, 3.0908, -0.0993)
C (3.3630, 2.4581, 3.0630)
O (-1.4168, 1.5750, 3.8171)
C (0.7988, 1.5673, 3.0302)
H (1.1356, -2.2391, -2.6841)
H (-2.8046, 4.3640, -0.0133)
H (-2.3481, 4.3516, 2.5702)
H (4.2365, 4.5855, -0.4300)
N (1.2441, -2.0713, -0.1006)
C (2.5928, -3.2746, 1.1823)
C (1.8403, -2.9899, -2.3398)
H (6.1409, -6.8181, -4.3078)
H (-4.1517, -1.9123, 4.5687)
N (-1.8616, -1.1964, -0.1108)
C (-1.7574, -2.0960, -3.6749)
H (-1.5039, 5.4881, -0.4349)
H (-0.6754, 4.5443, 3.0833)
C (3.2861, 0.9403, -1.3474)
O (7.4567, -4.6767, -1.8505)
C (-0.0531, 0.0197, -3.5388)
H (0.1661, -0.1495, -5.6604)
H (-1.1478, 2.8988, 1.1162)
C (2.4206, 3.1192, 3.8330)
S (6.1029, -5.1565, -1.9282)
H (1.4471, 2.5578, -2.8962)
C (3.2014, 2.4441, -1.6178)
C (2.5200, 2.7487, -2.9576)
C (5.5230, -4.8749, -3.5884)
C (-0.6341, 1.0812, 3.0257)
C (2.6029, 5.3639, 0.7184)
H (3.6685, 0.7839, 1.7480)
C (0.5490, 4.0939, 0.6891)
H (-1.5086, 3.8462, -1.0990)
C (6.2836, -5.7684, -4.5593)
C (1.2721, 5.2047, 1.0834)
N (-0.9874, 0.1666, 2.0473)
H (4.2316, 2.8058, -1.6946)
H (2.6431, 3.8000, -3.2219)
N (-0.6161, -0.4274, -2.4198)
C (-1.3653, 4.7031, 2.2564)
C (3.7007, -4.6609, -0.6892)
N (2.8072, -3.6515, -0.1317)
C (-2.0203, -0.6578, 2.2272)
C (-2.0494, -1.9980, -1.1963)
C (1.9494, -2.8909, -0.8585)
H (4.4530, -5.0898, -3.5987)
H (3.7178, 0.4406, -2.2198)
O (5.7856, -6.5159, -1.5686)
N (3.3367, -3.7653, 2.2955)
C (-3.6348, -2.2398, 1.2316)
C (-2.5004, -1.4047, 1.0701)
H (7.3487, -5.5450, -4.5324)
H (-1.4407, 5.7791, 2.0780)
Pt (-0.3796, 0.3385, -0.2221)
C (-1.4460, -1.4660, -2.4782)
H (1.2267, -1.7689, 2.0146)
C (-4.2190, -2.3958, 2.4553)
C (-0.3100, -0.5482, -4.7752)
C (1.6286, -2.3117, 1.1805)

Calculated values
LUMO level (alpha / beta)   -0.35 / -1.88 eV
Total energy   -78370.8901 eV
ΔE to the lowest compared entry with this formula, charge and spin   45.0 kJ/mol
Multiplicity   5
Frontier orbital gap (alpha / beta)   0.236 / 0.230 Ha
Highest occupied orbital energy (alpha / beta)   -6.8 / -8.1 eV

=====

> The lowest total energy belongs to which entry?

C29H48BrCoN3P2S